A cluster of 2 separate species, C5H10N2O4 in total in a non-equilibrium geometry. Source: OMol25; level of theory: the ωB97M-V functional and the def2-TZVPD basis.

The energy above the lowest of the compared OMol25 structures with the same formula, charge and spin is 3.6820 eV. The SMILES is [H]/N=C/N(C)O.O=C1OCCO1. The total energy comes out at -16514.432 eV.

The geometry in XYZ format:
```
21
Properties=species:S:1:pos:R:3:forces:R:3
H -0.213258 -1.561507 0.488110 -0.325 0.589 -0.330
N -0.720995 -0.711849 0.191129 -1.715 -1.213 1.361
C -1.954895 -0.929125 0.205485 -1.038 -0.817 0.264
N -2.878513 0.004530 -0.241049 0.360 0.286 -0.260
C -2.484226 1.404229 -0.239147 -0.318 -0.039 0.102
O -4.124813 -0.181221 0.375027 0.209 0.131 0.667
H -2.453802 -1.859704 0.517738 0.059 0.192 -0.159
H -1.498646 1.471109 -0.694478 -0.073 0.010 0.000
H -3.217031 1.973127 -0.823052 0.231 -0.089 0.129
H -2.447690 1.796775 0.787617 0.040 -0.012 -0.181
H -4.721644 -0.323780 -0.349987 -0.494 -0.138 -0.526
O 1.962248 -1.968625 -0.330088 -0.017 0.113 0.124
C 2.077466 -0.793539 -0.167417 -0.122 0.697 -0.309
O 3.179436 -0.189637 0.328370 0.209 -0.201 0.144
C 2.997624 1.221389 0.394878 0.088 0.201 0.097
C 1.573740 1.434873 -0.143754 0.115 0.126 -0.069
O 1.127560 0.124391 -0.452853 2.917 0.521 -1.054
H 3.114673 1.536876 1.436224 -0.030 -0.043 -0.188
H 3.765537 1.704951 -0.217046 -0.139 -0.103 0.100
H 0.899194 1.871747 0.601647 0.063 -0.123 -0.156
H 1.555514 2.035416 -1.061249 -0.018 -0.089 0.246
```
Positions in Å, forces in eV/Å.